1.
The following is a quantum chemistry calculation of C16H32F6NO2P2S2Si2Zr as an isolated structure, from the OMol25 dataset.

Properties
- relative energy (zero: lowest compared OMol25 entry of this formula, charge and spin) (kcal/mol) = 0.0
- LUMO level (eV) = -3.848
- max |F| (eV/A) = 0.524
- M (g/mol) = 657.9

ORCA input file:
```
! wB97M-V def2-TZVPD RIJCOSX def2/J DEFGRID3
* xyz 1 1
Zr -0.490 1.062 0.177
C 3.617 1.671 4.606
C 4.181 1.761 3.212
O 3.440 0.859 2.322
P 2.465 1.391 1.223
S 1.738 -0.196 0.230
S 0.898 2.421 1.940
O 3.263 2.369 0.283
C 3.959 1.973 -0.937
C 5.236 1.233 -0.622
H 4.215 2.291 5.275
H 3.651 0.644 4.967
H 2.587 2.025 4.640
H 5.210 1.413 3.165
H 4.137 2.774 2.809
H 4.143 2.913 -1.449
H 3.279 1.365 -1.533
H 5.895 1.840 -0.003
H 5.757 1.000 -1.551
H 5.030 0.293 -0.106
C -1.462 -3.635 -2.110
Si -0.566 -1.983 -2.054
C 1.269 -2.362 -2.070
C -0.896 -0.974 -3.603
C -1.171 -0.984 -0.547
C -2.512 -0.391 -0.697
C -3.576 -0.756 -1.534
C -4.770 -0.083 -1.424
C -4.914 0.975 -0.519
C -3.829 1.340 0.230
N -2.666 0.666 0.139
Si -1.250 -1.902 1.123
C -2.875 -2.819 1.270
C -1.295 -0.580 2.496
C 0.173 -3.077 1.421
H -1.127 -4.200 -2.984
H -2.547 -3.555 -2.174
H -1.229 -4.241 -1.231
H 1.427 -3.064 -2.894
H 1.657 -2.834 -1.167
H 1.874 -1.480 -2.281
H -0.528 -1.526 -4.472
H -0.350 -0.028 -3.566
H -1.944 -0.741 -3.787
H -3.467 -1.581 -2.220
H -5.612 -0.379 -2.038
H -5.849 1.505 -0.422
H -3.853 2.176 0.916
H -3.738 -2.159 1.152
H -2.947 -3.283 2.256
H -2.955 -3.613 0.526
H -2.312 -0.222 2.654
H -0.629 0.305 2.468
H -0.959 -1.056 3.421
H 0.473 -3.610 0.519
H -0.148 -3.829 2.146
H 1.053 -2.577 1.825
F 0.296 3.953 -0.908
P -1.203 3.810 -1.389
F -0.816 4.074 -2.868
F -2.627 3.281 -1.782
F -1.644 5.225 -0.961
F -1.507 3.142 0.163
F -0.660 1.969 -1.666
*
```

***

2.
The following is a quantum chemistry calculation of a 9-piece molecular cluster, H18O9 overall in a non-equilibrium geometry, from the OMol25 dataset.

Properties
- relative energy (zero: lowest compared OMol25 entry of this formula, charge and spin) (kcal/mol) = 121.4
- LUMO level (eV) = -0.357
- SMILES = O.O.O.O.O.O.O.O.O
- max |F| (eV/A) = 8.122
- M (g/mol) = 162.1

ORCA input file:
```
! wB97M-V def2-TZVPD RIJCOSX def2/J DEFGRID3
* xyz 0 1
O 3.337 0.579 1.882
H 2.353 0.411 2.030
H 3.382 1.150 1.063
O 1.620 -2.492 0.732
H 2.537 -2.715 0.488
H 1.223 -1.839 0.180
O 0.758 0.454 1.673
H 0.588 -0.525 1.457
H -0.078 0.658 2.258
O -3.122 2.472 -1.179
H -3.761 1.743 -0.765
H -2.459 2.625 -0.587
O -0.966 -0.061 -0.901
H -0.227 0.415 -0.441
H -0.699 -0.461 -1.616
O 2.450 2.114 -0.319
H 2.167 1.273 -0.137
H 2.374 2.851 0.332
O -4.531 -1.594 0.627
H -3.650 -1.560 1.029
H -4.362 -1.638 -0.326
O -3.498 -0.023 -1.828
H -3.791 -0.377 -2.600
H -2.600 0.258 -2.009
O 3.402 -0.855 -0.332
H 3.311 -1.722 0.189
H 4.244 -1.142 -0.899
*
```

***

3.
The following is a quantum chemistry calculation of C31H22Cl3N5OPRuSeSi as an isolated structure, from the OMol25 dataset.

Properties
- relative energy (zero: lowest compared OMol25 entry of this formula, charge and spin) (kcal/mol) = 18.7
- LUMO level (eV) = -10.905
- max |F| (eV/A) = 0.852
- M (g/mol) = 826.0

ORCA input file:
```
! wB97M-V def2-TZVPD RIJCOSX def2/J DEFGRID3
* xyz 3 1
Ru -1.871 -0.086 0.180
O -3.545 -2.283 0.704
N -2.352 -1.823 1.243
C -1.852 -2.489 2.212
C -0.592 -2.215 2.884
C -0.284 -3.100 3.921
C 0.920 -3.015 4.601
C 1.846 -2.055 4.232
C 1.555 -1.169 3.201
C 0.332 -1.215 2.532
P 0.187 0.015 1.219
C 0.496 1.634 1.944
C 0.451 1.794 3.335
C 0.643 3.042 3.903
C 0.879 4.147 3.096
C 0.923 4.000 1.716
C 0.727 2.756 1.142
C 1.401 -0.467 -0.015
C 2.225 0.443 -0.680
C 3.114 -0.009 -1.644
C 3.190 -1.363 -1.945
C 2.385 -2.276 -1.272
C 1.493 -1.833 -0.313
H -3.957 -2.937 1.299
H -2.400 -3.362 2.563
H -0.992 -3.873 4.192
H 1.137 -3.709 5.402
H 2.799 -1.989 4.740
H 2.297 -0.430 2.924
H 0.272 0.950 3.986
H 0.617 3.150 4.979
H 1.035 5.119 3.543
H 1.125 4.857 1.087
H 0.779 2.668 0.068
H 2.221 1.493 -0.426
H 3.770 0.694 -2.138
H 3.898 -1.712 -2.684
H 2.471 -3.334 -1.482
H 0.891 -2.557 0.226
Se 1.770 0.617 -6.481
N 1.128 1.819 -5.344
C 0.494 1.159 -4.406
C -0.180 1.802 -3.290
C -0.311 3.190 -3.169
C -0.987 3.691 -2.083
C -1.482 2.817 -1.118
N -1.369 1.492 -1.202
C -0.746 0.993 -2.306
C -0.773 -0.444 -2.454
N -1.449 -1.120 -1.485
C -1.617 -2.448 -1.645
C -1.107 -3.136 -2.731
C -0.380 -2.460 -3.688
C -0.210 -1.081 -3.555
C 0.487 -0.263 -4.532
N 1.115 -0.760 -5.569
H 0.108 3.834 -3.931
H -1.134 4.754 -1.950
H -1.948 3.211 -0.231
H -2.197 -2.962 -0.898
H -1.292 -4.198 -2.810
H 0.042 -2.968 -4.547
Cl -4.217 3.045 0.743
Si -3.867 1.102 0.970
Cl -2.610 0.819 2.543
Cl -5.503 0.035 0.695
*
```

***

4.
The following is a quantum chemistry calculation of one molecule with the formula CH3BrP2 in a non-equilibrium geometry, from the OMol25 dataset.

Properties
- <S²> = 2.009
- relative energy (zero: lowest compared OMol25 entry of this formula, charge and spin) (kcal/mol) = 25.3
- LUMO level (spin up / spin down) (eV) = 0.470 / -2.786
- max |F| (eV/A) = 7.731
- M (g/mol) = 156.9

ORCA input file:
```
! wB97M-V def2-TZVPD RIJCOSX def2/J DEFGRID3
* xyz 0 3
C -1.332 0.291 -0.046
P -0.298 -1.038 0.237
P 1.579 0.134 0.293
Br -3.269 0.282 0.134
H -0.992 1.492 0.165
H 2.500 -0.935 0.308
H 1.812 -0.225 -1.092
*
```